Record 1
2 unconnected molecules or ions with the total composition ClH2OPS2. Source: the OMol25 dataset; level of theory: ωB97M-V/def2-TZVPD.

XYZ file:
```
7
Properties=species:S:1:pos:R:3:forces:R:3
O 0.986 1.328 1.685 -6.37 0.55 -1.69
P 2.171 -0.202 -0.168 -0.10 -2.17 -0.69
S 3.419 -0.060 1.277 0.20 0.15 -0.76
S 1.457 -1.922 -0.802 0.42 2.04 0.52
Cl 1.815 1.341 -1.453 0.24 -0.46 0.67
H 0.743 2.168 2.073 -1.78 0.70 -0.32
H 1.782 1.399 2.012 7.38 -0.81 2.28
```
Positions in Å, forces in eV/Å.

**E_HOMO**: -9.47 eV
**Orbital gap**: 8.1 eV
**Charge**: 0

***

Record 2
2 unconnected molecules or ions with the total composition C3H8N2O. Source: the OMol25 dataset; level of theory: ωB97M-V/def2-TZVPD.

XYZ file:
```
14
Properties=species:S:1:pos:R:3:forces:R:3
C -1.670 5.254 0.709 -0.04 -0.99 -0.28
C -1.457 3.938 0.827 0.00 0.02 0.73
N -0.472 3.379 1.626 -0.32 -0.06 -0.08
H -1.250 5.887 1.471 0.38 0.56 -0.33
H -2.215 5.612 -0.152 -0.39 0.31 0.41
H -2.097 3.172 0.407 0.18 0.13 -0.81
H -0.671 2.466 2.008 0.17 0.24 0.19
H 0.041 4.026 2.202 0.02 -0.21 0.17
N 1.750 -3.195 -1.076 -0.27 -1.11 1.10
C 1.154 -4.399 -0.731 0.08 -0.12 -0.52
O 0.686 -5.170 -1.529 0.26 -0.29 -0.08
H 1.354 -2.458 -0.508 0.64 0.50 -0.52
H 1.945 -3.127 -2.060 -0.51 0.68 -0.13
H 1.188 -4.650 0.340 -0.19 0.34 0.14
```
Positions in Å, forces in eV/Å.

**E_HOMO**: -8.24 eV
**SMILES string**: C=CN.NC=O
**Orbital gap**: 9.0 eV
**Charge**: 0

***

Look up the orbital gap of the second one. 9.0 eV